(1)
C19H18ClF2N3O4 in the gas phase in a non-equilibrium geometry. Source: the Open Molecules 2025 dataset; level of theory: ωB97M-V/def2-TZVPD.

Output
energy: -50608.292 eV
F_max: 0.08053 hartree/bohr
HOMO-LUMO gap: 8.3 eV
SMILES string: CCCN(c1cnc(C(=O)[C@@H]2C[C@@H]2C(=O)O)c(OC)n1)c1cc(Cl)c(F)cc1F

```
47
Properties=species:S:1:pos:R:3:forces:R:3
O -0.118939 -3.771852 1.779868 0.58 -0.81 2.21
O 3.813373 -5.770242 1.528006 -1.62 -0.39 1.74
F 0.704050 3.813583 -5.869503 -0.82 -0.30 2.01
F 2.066693 1.819243 -1.705292 -0.73 0.45 -0.44
Cl -2.336741 3.656824 -5.303333 -0.01 0.38 0.24
N -0.161943 -1.665931 -0.818883 -0.21 3.80 1.20
N -0.281543 0.456542 1.102414 1.08 -2.06 1.56
O 1.799321 -5.948593 2.679092 2.07 0.12 -1.15
O 0.507635 -1.125050 2.690764 -0.40 -0.23 -0.40
C 0.538448 -3.326302 0.875449 -2.89 0.41 -2.25
C 2.601183 -5.663281 1.582345 0.70 0.36 -1.59
C -0.496822 -0.321570 -1.102927 0.20 -2.76 -1.26
C 0.065674 -0.860818 1.439196 0.39 1.56 -1.23
C 0.198293 -1.917005 0.481970 0.01 2.33 -0.55
C -0.429100 0.778656 -0.173283 -0.11 -4.03 -0.94
C 1.269841 2.797556 -3.750560 0.51 1.54 -0.09
C -1.228178 3.016150 -2.893465 -1.25 -1.48 3.48
C 0.300242 3.474500 -4.588425 1.02 -2.24 0.28
C 1.072980 2.367919 -2.423920 -2.50 0.38 -1.71
C -1.055602 3.430302 -4.184650 2.22 0.15 -0.87
C -0.287282 2.442354 -1.985876 1.79 -0.06 -0.08
N -0.551275 2.038507 -0.603986 -0.94 2.10 -2.02
C -0.065327 -0.435953 3.793805 -0.53 0.24 1.19
C -1.874323 4.340832 2.221993 -0.24 1.73 -1.95
C -0.602733 3.104004 0.359281 0.13 -0.14 1.97
C -2.062015 3.331542 1.045478 1.53 -0.78 0.14
C 0.555320 -5.664485 -0.212470 0.17 0.47 1.89
C 1.033783 -4.238373 -0.183171 1.60 1.44 -1.44
C 2.041062 -5.297540 0.188724 -1.94 -1.56 -0.17
H 0.995407 -5.425132 2.703736 -0.52 0.40 -0.54
H -0.878807 -0.175775 -2.171504 0.77 -0.10 1.69
H 2.309699 2.773843 -4.059778 -0.13 -0.02 -0.47
H -2.216411 3.011213 -2.399130 0.23 0.10 -0.86
H -1.093685 -0.196732 3.539721 -0.17 0.25 0.01
H 0.475103 0.534112 3.976662 -0.40 -1.12 0.11
H -0.159138 -1.127776 4.728608 0.81 1.17 -1.82
H -0.827989 4.532268 2.532673 -0.46 -0.33 -0.42
H -2.421666 4.119697 3.104203 -0.60 -0.46 0.67
H -2.295456 5.318944 1.823271 0.69 -0.85 0.80
H 0.340126 2.900217 0.987744 -2.04 0.15 0.47
H -0.263565 4.032476 -0.042680 -0.28 0.69 -1.05
H -2.813448 3.712085 0.265307 1.25 -0.57 1.07
H -2.433187 2.349208 1.447959 0.40 0.84 -0.57
H 0.351212 -5.961893 -1.223015 0.06 -0.65 -0.07
H -0.146788 -6.044779 0.638334 1.44 0.95 -1.79
H 1.313179 -3.714655 -1.203543 -0.89 -1.12 2.28
H 2.749339 -5.498841 -0.617208 0.06 0.08 0.72
```
Forces are in eV/Å.

(2)
C19H18ClN3O3 in the gas phase in a non-equilibrium geometry. Source: the Open Molecules 2025 dataset; level of theory: ωB97M-V/def2-TZVPD.

Output
energy: -43116.447 eV
F_max: 0.29005 hartree/bohr
HOMO-LUMO gap: 8.4 eV
SMILES string: CC(=O)Nc1ccc(NC(=O)[C@H]2CC(=O)N(c3ccccc3Cl)C2)cc1

```
44
Properties=species:S:1:pos:R:3:forces:R:3
C 7.016739 -0.110201 4.466108 3.53 -2.74 -0.38
C 5.808262 -0.855380 3.716527 2.18 -5.13 3.96
O 5.542400 -2.116803 3.940336 1.67 5.10 -0.69
N 5.179106 -0.071464 2.897753 1.13 5.87 -1.06
C 4.171021 -0.301775 2.027075 -1.82 -6.93 3.75
C 3.537366 -1.605441 2.275775 2.36 -1.46 1.50
C 2.414677 -1.790457 1.615449 -5.18 -5.96 -4.45
C 1.873252 -1.004499 0.552562 2.80 4.51 1.95
C 2.474413 0.253853 0.572664 -0.89 -1.95 -0.05
C 3.500757 0.613155 1.362312 -4.55 -10.61 -1.27
H 3.940717 1.355278 1.449610 6.09 13.61 0.31
H 2.078841 0.951413 -0.013465 -1.66 2.80 -2.48
N 0.761064 -1.127830 -0.245363 0.10 -11.68 7.49
C -0.087224 -0.557689 -0.937520 3.21 10.95 -4.51
O 0.325199 0.620928 -1.381195 -2.01 -2.74 0.98
C -1.211835 -1.185946 -1.434550 -3.74 -0.78 -3.38
H -0.837409 -1.921267 -2.121081 0.26 -1.26 0.29
C -2.220015 -1.598810 -0.417070 -3.16 -4.70 -4.15
C -3.489221 -0.773027 -0.698391 0.44 1.44 6.56
O -4.356407 -0.598584 0.282617 3.20 -0.81 -5.68
N -3.113317 0.039570 -1.778304 -7.28 0.30 5.49
C -4.107985 0.969188 -1.962638 -3.44 4.84 -5.64
C -5.500198 0.582945 -2.277705 5.86 6.91 1.79
C -6.414881 1.587394 -2.585733 -2.10 -3.87 -2.88
C -5.948308 2.670698 -3.221591 -3.81 7.53 1.57
C -4.752861 3.275641 -2.900859 4.76 1.44 0.30
C -3.691036 2.536152 -2.445126 -7.35 -7.77 1.48
Cl -2.194519 2.747635 -2.133553 6.05 2.69 1.15
H -4.335902 4.347646 -2.911452 -1.83 -1.13 -1.00
H -6.764453 3.688979 -3.341779 1.88 -3.51 -0.44
H -7.434047 1.182195 -2.933128 1.25 0.95 1.09
H -5.649353 -0.361077 -2.229786 -1.76 -6.18 0.66
C -2.078115 -0.337086 -2.488689 7.71 2.90 -0.95
H -1.362148 0.668318 -2.798635 -1.84 -3.01 0.90
H -2.302063 -0.770082 -3.404243 -0.37 -1.55 -1.64
H -1.955112 -1.800949 0.562670 0.37 0.30 2.00
H -2.582539 -2.717734 -0.833896 0.77 2.42 1.30
H 0.234174 -2.159917 0.258655 1.91 3.37 -2.16
H 1.910361 -2.961208 1.503037 1.28 3.09 1.10
H 3.921541 -2.582685 2.993611 -0.86 3.79 -2.27
H 5.405357 0.985664 2.933141 0.12 -2.52 0.19
H 7.635794 -0.843957 5.360293 -2.00 1.85 -3.30
H 6.814273 0.730090 5.058577 -1.21 1.28 0.65
H 7.843634 0.347126 3.666981 -2.10 -1.65 1.90
```
Forces are in eV/Å.

(3)
A molecular structure, C19H18CoN6S2. Source: the Open Molecules 2025 dataset; level of theory: ωB97M-V/def2-TZVPD.

Output
multiplicity: 2
energy: -88235.111 eV
F_max: 0.00405 hartree/bohr
HOMO-LUMO gap (spin up / spin down): 6.9 / 6.9 eV

```
46
Properties=species:S:1:pos:R:3:forces:R:3
Co -0.542543 -1.138820 0.420152 -0.19 -0.07 0.06
N 0.439901 -5.224792 0.457699 -0.03 -0.02 -0.03
C 0.008666 -3.982205 0.138357 0.00 -0.01 0.02
S -1.112669 -3.194509 1.212067 -0.01 -0.03 -0.05
N 0.435651 -3.466729 -0.990322 0.00 -0.04 0.02
N -0.086076 -2.212365 -1.131616 -0.07 0.04 -0.10
C -0.391167 -1.797748 -2.301049 0.02 -0.01 0.05
C -1.149405 -0.547826 -2.368470 0.00 -0.02 -0.02
C -1.371559 0.152036 -3.546369 -0.02 0.00 0.02
C -2.146839 1.299672 -3.495497 0.01 -0.01 -0.01
C -2.679415 1.701493 -2.281374 -0.01 0.00 -0.01
C -2.409662 0.941529 -1.152213 -0.03 -0.01 0.03
N -1.664595 -0.155914 -1.191609 0.04 0.09 -0.02
H -0.039190 -5.717295 1.188799 0.01 0.01 0.01
H 0.892946 -5.761013 -0.262883 0.02 0.01 0.01
H -0.189271 -2.402561 -3.179031 0.02 0.01 -0.01
H -0.942046 -0.197905 -4.475469 0.00 0.00 0.00
H -2.334079 1.872178 -4.394507 0.00 0.00 0.00
H -3.295007 2.586265 -2.202390 0.00 0.00 0.00
H -2.798683 1.208104 -0.176287 0.00 0.00 -0.01
C 2.454781 -0.651375 -1.084420 -0.02 -0.01 0.01
C 1.778180 0.583091 -0.569138 -0.02 0.03 -0.02
C 2.361040 1.834044 -0.906005 -0.02 0.02 0.00
C 1.816034 2.989478 -0.450878 0.01 -0.03 -0.02
C 0.703156 2.935769 0.420051 -0.01 -0.03 0.02
C 0.135631 4.093421 0.993707 -0.04 0.02 0.03
C -0.895700 3.967333 1.884340 0.04 0.02 -0.03
C -1.384743 2.699720 2.237798 0.02 -0.03 -0.01
C -0.867335 1.543999 1.688122 0.06 0.01 -0.03
S -1.433336 -0.041453 2.143875 -0.10 0.08 -0.07
C 0.186163 1.663885 0.734833 -0.04 -0.01 0.05
N 0.694132 0.508886 0.175661 0.08 0.02 0.00
H 3.534075 -0.513489 -1.013690 0.01 0.00 0.01
H 2.215527 -0.815908 -2.137330 0.00 0.01 0.01
H 2.181746 -1.528451 -0.509578 0.03 0.00 0.00
H 3.240341 1.836911 -1.536120 0.00 0.00 0.00
H 2.237116 3.952210 -0.716077 0.00 0.00 0.00
H 0.536610 5.063466 0.727899 0.00 0.00 0.00
H -1.335307 4.848049 2.335279 0.00 0.00 0.00
H -2.182929 2.614581 2.964403 0.00 0.00 0.00
C 0.644609 -1.958053 4.149024 0.00 -0.05 0.07
C 1.424044 -1.876523 2.924731 0.04 0.11 -0.02
N 2.014692 -1.782184 1.944994 0.16 -0.07 0.06
H 0.231539 -0.974926 4.365782 -0.01 -0.01 0.01
H 1.264037 -2.300950 4.976243 0.02 -0.01 -0.02
H -0.179061 -2.653123 3.988506 0.01 0.01 0.00
```
Forces are in eV/Å.

(4)
A molecular structure, C19H18FN3O2 in a non-equilibrium geometry. Source: the Open Molecules 2025 dataset; level of theory: ωB97M-V/def2-TZVPD.

Output
energy: -31274.739 eV
F_max: 0.09623 hartree/bohr
HOMO-LUMO gap: 8.7 eV

```
43
Properties=species:S:1:pos:R:3:forces:R:3
O 2.383089 4.018536 4.038018 1.50 -0.87 2.69
F -1.063582 -3.432730 -1.878952 0.00 0.23 0.31
C -1.315365 -0.580489 -2.315603 -0.66 0.94 -2.52
C -1.771679 -0.110947 -3.345290 -0.09 -0.34 0.35
N 0.852916 1.706417 1.803651 -0.43 -0.64 -1.68
O -3.876403 -0.042612 -4.565493 1.01 1.13 1.13
C 1.771321 3.660423 3.072778 -0.73 2.21 -0.59
C 1.443784 2.259657 2.820440 0.36 -2.16 -0.62
C 0.965984 0.298437 1.926569 -1.48 1.57 -0.17
C 1.531919 0.026545 3.114139 1.46 2.07 0.83
C -0.274778 -0.234817 -0.140050 0.93 0.32 -0.93
C -0.026492 -2.948150 0.227799 -1.51 -1.63 -1.53
C -0.652291 -2.556981 -0.964041 1.51 3.58 1.25
C -0.689636 -1.123241 -1.173951 -0.78 -1.14 1.08
C 0.373977 -0.698990 0.999147 -0.34 0.49 -0.52
C 0.458551 -2.090268 1.193756 -0.14 1.00 0.45
N 1.354030 4.683431 2.278145 0.20 0.36 1.20
N 1.932576 1.276331 3.628357 -0.86 -1.24 -0.30
C -2.535742 2.030414 -4.388986 -0.61 -1.36 2.25
C -1.836631 0.130299 -5.871288 -0.52 -1.06 -1.61
C 2.526335 -2.118092 2.604012 0.13 -0.65 1.17
C 0.594913 -2.109313 3.798369 -1.21 0.20 -1.55
C -2.466300 0.499378 -4.545280 -1.55 -0.95 0.17
C 1.824577 -1.295117 3.705231 2.59 3.78 1.85
C 1.122909 -2.656216 2.422229 -1.58 -2.95 -2.00
H -4.130224 -0.598303 -5.304251 0.79 -0.04 -0.34
H -0.242545 0.884882 -0.295737 -0.45 -1.53 -0.03
H -0.096063 -4.041980 0.299995 0.62 0.33 0.71
H 1.437150 5.628900 2.772755 -0.28 -2.06 -1.72
H 0.933648 4.433707 1.425663 -0.85 0.54 -1.10
H 2.380365 1.458941 4.488071 0.52 0.09 0.94
H -1.753664 2.394965 -4.951236 1.87 1.19 -1.04
H -2.389554 2.294994 -3.315582 -0.29 0.03 -0.89
H -3.444754 2.436146 -4.773284 -0.73 0.07 -0.16
H -1.843130 -0.977811 -5.994422 0.09 0.67 0.16
H -2.431421 0.529078 -6.750907 0.39 -0.21 1.18
H -0.819029 0.463810 -6.051742 0.16 0.14 0.47
H 3.104699 -2.935795 3.017407 0.49 0.07 0.12
H 3.064130 -1.632382 1.762822 -0.57 -0.16 0.70
H 0.614716 -2.620206 4.760333 -0.42 -0.89 -0.64
H -0.354317 -1.520861 3.610249 0.96 -0.78 0.76
H 2.296265 -1.058575 4.694467 0.18 -0.58 -0.77
H 1.045744 -3.731416 2.161693 0.32 0.21 0.96
```
Forces are in eV/Å.